A single C6H9N molecule at a distorted geometry, computed with ωB97M-V with the def2-TZVPD basis set.

XYZ file:
```
16
Properties=species:S:1:pos:R:3:forces:R:3
H -0.317 -0.106 2.079 0.28 -0.30 0.09
C 1.023 0.572 -0.623 -0.16 0.43 -0.22
C -0.426 0.135 -0.162 -0.21 0.14 -0.23
C -0.429 -1.312 0.180 -0.30 0.31 -0.34
H -1.714 1.847 -0.043 -0.12 0.16 -0.07
C -1.667 0.873 -0.527 -0.14 0.25 0.06
N 2.084 -0.410 -0.457 -0.09 -0.24 -0.10
C 1.567 0.242 0.717 0.08 0.13 0.31
C 0.175 -0.287 1.131 -0.14 -0.08 0.24
H 1.220 1.425 -1.266 -0.07 -0.12 0.11
H 0.016 -1.801 -0.665 0.72 -1.21 0.58
H 1.790 -1.379 -0.535 0.08 0.10 -0.03
H -2.541 0.283 -0.232 0.06 0.22 0.01
H 2.236 0.778 1.385 -0.12 -0.06 -0.21
H -1.723 1.019 -1.613 0.02 -0.01 0.18
H -1.337 -1.769 0.574 0.10 0.29 -0.37
```
Positions in Å, forces in eV/Å.

Calculated values
Structure (SMILES) = C[C@]12C[C@H]1[C@H]1N[C@H]12
Total energy = -7854.2498 eV
Relative energy (zero: lowest compared OMol25 entry of this formula, charge and spin) = 377.2 kJ/mol
Max |F| = 1.52 eV/A

Results of the Mulliken charge analysis, in e, for atoms 1 through 2: 0.40, -0.64

***

A single C6H9N molecule, computed with ωB97M-V with the def2-TZVPD basis set.

XYZ file:
```
16
Properties=species:S:1:pos:R:3:forces:R:3
H 1.846 -1.152 -1.078 0.41 0.15 0.02
H -2.783 -1.269 0.319 -0.07 0.11 -0.01
C -1.093 0.076 0.381 0.05 0.20 -0.02
H 0.007 -1.853 0.629 0.11 0.12 -0.33
H 1.068 1.870 1.345 0.35 0.26 -0.57
C -2.282 -0.514 -0.291 -0.32 -0.05 -0.03
C -0.632 1.351 0.353 -0.35 -0.17 0.10
H 2.444 0.519 -1.056 0.05 -0.31 0.14
H -1.107 2.257 0.023 -0.33 0.17 0.39
C 1.155 -0.004 0.517 -0.12 -0.13 -0.01
C 2.262 -0.368 -0.436 0.50 -0.19 0.15
H 3.208 -0.718 -0.045 0.26 -0.02 0.26
N 0.756 1.361 0.516 -0.21 -0.13 0.02
H -1.908 -1.023 -1.191 -0.26 0.04 0.11
C 0.046 -0.769 0.637 -0.01 0.00 -0.34
H -2.997 0.242 -0.618 -0.04 -0.05 0.13
```
Positions in Å, forces in eV/Å.

Calculated values
Structure (SMILES) = Cc1c[nH]c(C)c1
Total energy = -7856.2702 eV
Relative energy (zero: lowest compared OMol25 entry of this formula, charge and spin) = 182.3 kJ/mol
Max |F| = 0.71 eV/A

Results of the Mulliken charge analysis, in e, for atoms 1 through 2: 0.30, 0.30

***

A single C6H9N molecule at a distorted geometry, computed with ωB97M-V with the def2-TZVPD basis set.

XYZ file:
```
16
Properties=species:S:1:pos:R:3:forces:R:3
C -1.042 -0.266 -0.059 0.14 -0.13 0.01
H 3.297 -1.235 0.134 0.19 0.30 -0.54
H -0.962 -2.150 -0.227 0.03 0.06 0.02
H -3.012 0.658 -0.217 0.11 -0.12 0.05
C -2.551 -0.279 0.112 -0.05 -0.02 0.01
H 3.093 0.703 0.498 -0.19 1.24 2.36
H 1.232 2.337 0.231 -0.12 -0.03 0.07
N -0.353 -1.329 -0.245 -0.31 0.10 -0.09
C 2.040 0.382 0.467 0.78 0.24 -1.45
C 0.937 1.289 0.196 0.04 0.06 -0.07
H 2.102 -0.879 -1.253 -0.78 -0.96 0.02
C 2.445 -0.675 -0.257 -0.46 -0.74 -0.41
H -2.810 -0.421 1.168 0.06 0.06 -0.12
H -2.996 -1.101 -0.458 0.11 0.12 0.12
C -0.380 1.050 -0.001 0.25 0.01 0.00
H -1.040 1.915 -0.091 0.20 -0.19 0.04
```
Positions in Å, forces in eV/Å.

Calculated values
Structure (SMILES) = [H]/N=C(C)/C=C\C=C
Total energy = -7854.7701 eV
Relative energy (zero: lowest compared OMol25 entry of this formula, charge and spin) = 327.0 kJ/mol
Max |F| = 2.67 eV/A

Results of the Mulliken charge analysis, in e, for atoms 1 through 2: 0.94, 0.29